The following is a DFT calculation (the ωB97M-V functional and the def2-TZVPD basis) of a molecular structure, C50H45AuBrCl2F4GeNO3PS.

For the HOMO energy, the calculation gives -9.74 eV. The orbital gap comes out at 4.9 eV. As for the net charge: +1. Its energy relative to the best compared isomer or geometry (same formula, charge and spin) is 40.4 kcal per mole. The LUMO energy is -4.8 eV.

Element x y z (Å)
1 Au 0.80 -0.54 -0.46
2 Br -1.60 1.57 0.98
3 Ge 2.87 -1.60 -3.01
4 Cl -0.33 5.81 -4.28
5 Cl -1.65 0.89 -2.44
6 S 1.85 1.09 2.65
7 P -1.34 -1.60 -0.07
8 F -4.43 2.39 1.09
9 F -6.68 1.00 0.54
10 F -4.14 -2.80 -0.41
11 F -6.51 -1.60 -0.22
12 O 2.42 0.90 -0.90
13 O 0.99 0.24 1.74
14 O 2.67 2.38 0.78
15 N -0.02 3.36 -2.44
16 C -1.34 0.56 4.58
17 C 3.03 -3.27 4.33
18 C -2.05 2.35 -3.30
19 C 1.07 -0.94 -2.50
20 C 3.27 -1.91 4.20
21 C 2.58 2.07 -0.40
22 C -2.99 -0.81 0.16
23 C -4.17 -1.50 -0.09
24 C -1.46 4.53 -4.07
25 C 1.77 4.34 -1.11
26 C -1.30 -4.46 -3.64
27 C 3.45 0.16 2.78
28 C -3.54 3.53 -4.74
29 C -0.20 1.34 4.43
30 C -0.34 2.73 4.33
31 C -5.41 -0.90 0.03
32 C -2.32 -2.57 -2.56
33 C 2.97 -2.09 1.82
34 C 3.07 -3.47 -2.43
35 C -0.55 -3.14 3.63
36 C -1.92 -4.74 2.48
37 C -5.50 0.42 0.42
38 C -2.22 -3.42 -3.64
39 C 1.38 6.44 0.05
40 C 2.21 5.38 -0.30
41 C -2.72 2.53 4.57
42 C -1.16 3.43 -3.24
43 C 3.24 -1.30 2.94
44 C -1.29 -2.70 1.38
45 C -0.54 -3.77 -1.47
46 C 2.73 -3.45 1.96
47 C -1.49 -2.75 -1.46
48 C -2.59 1.15 4.66
49 C 4.46 -0.61 -2.44
50 C -3.24 2.39 -4.01
51 C -3.10 0.52 0.58
52 C -1.59 3.32 4.40
53 C -2.64 4.58 -4.79
54 C 1.17 0.73 4.35
55 C -1.96 -3.93 1.37
56 C 2.71 3.23 -1.44
57 C -0.46 -4.63 -2.55
58 C 2.72 -1.51 -4.98
59 C -0.58 -2.31 2.51
60 C -0.39 5.42 -1.21
61 C 0.45 4.38 -1.60
62 C -4.34 1.13 0.70
63 C 0.07 6.44 -0.40
64 C -1.21 -4.35 3.61
65 C 2.75 -4.04 3.21
66 H 1.76 7.25 0.65
67 H 3.07 -3.73 5.31
68 H -3.91 1.55 -3.99
69 H 5.34 -1.10 -2.87
70 H 3.95 0.40 1.84
71 H 4.57 -0.60 -1.36
72 H -2.50 -4.25 0.49
73 H 1.82 -2.02 -5.32
74 H 1.88 1.25 4.99
75 H 2.69 -0.48 -5.32
76 H -1.69 4.39 4.32
77 H 0.01 -2.84 4.51
78 H 1.18 -0.34 4.53
79 H 2.97 -1.64 0.84
80 H 3.58 -2.00 -5.44
81 H -1.25 -0.51 4.67
82 H 0.14 -3.88 -0.63
83 H 0.86 0.01 -2.99
84 H 2.57 2.81 -2.43
85 H -3.47 0.53 4.80
86 H -3.70 2.99 4.63
87 H 2.54 -4.06 1.08
88 H 0.26 -5.44 -2.54
89 H -3.05 -1.76 -2.57
90 H 0.38 2.45 -2.32
91 H 2.56 -5.10 3.32
92 H 2.26 -4.08 -2.81
93 H -2.87 -3.28 -4.49
94 H 0.31 -1.65 -2.82
95 H 3.10 -3.56 -1.34
96 H 4.01 -3.86 -2.82
97 H 4.44 0.42 -2.79
98 H -2.44 -5.69 2.46
99 H -0.05 -1.37 2.50
100 H -2.84 5.44 -5.41
101 H -1.23 -5.12 -4.49
102 H -1.18 -5.00 4.48
103 H -0.60 7.24 -0.11
104 H 3.98 0.62 3.61
105 H -4.48 3.59 -5.28
106 H 3.23 5.36 0.06
107 H -1.43 5.42 -1.52
108 H 3.75 3.57 -1.34
109 H 0.54 3.35 4.20
110 H 3.51 -1.32 5.07